Entry a
3 unconnected molecules or ions with the total composition C5H13NO2. Source: OMol25; level of theory: ωB97M-V/def2-TZVPD.

Geometry as XYZ:
```
21
Properties=species:S:1:pos:R:3:lowdin_charge:R:1
C -3.7878 -0.0933 -0.7645 -0.124
C -2.4609 -0.7609 -0.8397 -0.178
C -1.4253 -0.6000 -0.0036 -0.158
C -0.0570 -1.0261 -0.2226 -0.119
C 0.8218 -0.7847 0.7590 -0.224
N 2.1934 -1.0437 0.8479 0.036
H -3.9438 0.7020 -1.4899 0.069
H -4.6384 -0.7851 -0.8637 0.068
H -3.9878 0.2346 0.2676 0.074
H -2.2534 -1.3012 -1.7575 0.096
H -1.5494 -0.0082 0.9017 0.106
H 0.2713 -1.4954 -1.1393 0.109
H 0.5011 -0.2882 1.6586 0.107
H 2.5268 -1.2768 1.7656 0.096
H 2.5363 -1.6888 0.1505 0.102
O 3.1813 1.2929 -0.4516 -0.084
H 2.8985 0.5442 0.1198 -0.011
H 3.6451 1.8468 0.1755 0.031
O 0.4519 1.9827 0.6176 -0.068
H 1.1841 2.2913 0.0551 0.031
H -0.3651 2.1557 0.1385 0.041
```

Output
* molecular weight: 119.16 u
* HOMO level: -7.63 eV
* frontier orbital gap: 8.481 eV
* 2S+1: 1
* SMILES: C/C=C/C=C/N.O.O

---

Entry b
2 unconnected molecules or ions with the total composition C5H13NO2. Source: OMol25; level of theory: ωB97M-V/def2-TZVPD.

Geometry as XYZ:
```
21
Properties=species:S:1:pos:R:3:lowdin_charge:R:1
C -1.4295 -0.2641 -1.5595 -0.130
C -0.1193 0.2169 -1.0558 -0.298
C -0.2938 1.0015 0.2260 -0.219
C -1.2778 0.3823 1.2250 -0.340
N -1.5369 1.3769 2.3489 0.035
C -0.5236 -1.0033 1.4883 -0.207
O -0.0503 -1.1281 2.5719 0.063
H -2.2529 0.3286 -1.2877 0.043
H -1.3622 -0.1992 -2.7029 0.097
H -1.7477 -1.3707 -1.2157 0.128
H 0.3749 1.0045 -1.7609 0.148
H 0.5646 -0.5291 -0.7642 0.072
H 0.5624 1.0912 0.8906 0.122
H -0.7491 1.9756 -0.0643 0.130
H -2.2731 0.1861 0.8371 0.110
H -1.5491 0.9674 3.3723 0.124
H -0.9303 2.1234 2.3317 0.006
H -0.2644 -1.5537 0.5467 0.116
O 4.7828 -1.5268 -2.1745 -0.038
H 4.6899 -2.1740 -1.5329 -0.015
H 5.3855 -0.9054 -1.7199 0.053
```

Output
* molecular weight: 119.16 u
* HOMO level: -9.07 eV
* frontier orbital gap: 9.752 eV
* 2S+1: 1
* SMILES: CCC[C@H](N)C=O.O

---

Least stable of them? entry b.

---

Entry a
A molecular structure, C5H13NO2. Source: OMol25; level of theory: ωB97M-V/def2-TZVPD.

Geometry as XYZ:
```
21
Properties=species:S:1:pos:R:3:lowdin_charge:R:1
C -1.2557 -0.2619 0.7042 -0.320
C 0.7495 0.6884 -1.4570 -0.025
C -2.2652 0.7530 0.2303 -0.079
C 0.7390 0.9180 0.0319 -0.514
N -1.3855 -1.5310 0.0589 0.019
O 0.7580 2.0355 0.5422 -0.009
H -1.2972 -0.3740 1.7913 0.122
H -1.4854 -1.4428 -0.9462 0.074
H -0.5854 -2.1329 0.2324 0.070
H 1.5401 1.2926 -1.9093 0.097
H 0.8817 -0.3530 -1.7517 0.073
H -0.2051 1.0169 -1.8724 0.075
H -3.2772 0.4470 0.5131 0.085
H -2.2635 0.8425 -0.8604 0.069
H -2.0459 1.7314 0.6607 0.082
C 1.9375 -0.2697 0.7895 -0.171
O 1.9732 -1.5796 0.2836 -0.082
H 2.7359 -1.6834 -0.3009 0.095
H 1.7902 -0.3034 1.8703 0.109
H 2.8466 0.2963 0.5779 0.107
H 0.1145 -0.0899 0.8116 0.123
```

Output
* molecular weight: 119.16 u
* HOMO level: -7.82 eV
* frontier orbital gap: 8.410 eV
* 2S+1: 1

---

Entry b
2 unconnected molecules or ions with the total composition C5H13NO2. Source: OMol25; level of theory: ωB97M-V/def2-TZVPD.

Geometry as XYZ:
```
21
Properties=species:S:1:pos:R:3:lowdin_charge:R:1
C -1.3418 1.2254 -1.7245 -0.086
C -0.5067 0.5565 -0.6611 -0.377
C -1.0468 0.8469 0.7492 -0.065
C -0.3926 -0.9685 -0.9008 -0.337
N -1.6639 -1.6725 -1.1886 0.057
C 0.2909 -1.7275 0.2148 -0.222
O 1.1379 -1.2564 0.9272 0.061
H -1.1228 2.2890 -1.8032 0.081
H -1.0661 0.8513 -2.7042 0.072
H -2.4158 1.1055 -1.6098 0.080
H 0.5390 0.8775 -0.6570 0.136
H -1.6366 0.0082 1.1335 0.078
H -1.6762 1.7266 0.8385 0.075
H -0.2790 0.9848 1.4910 0.068
H 0.1748 -1.0590 -1.8179 0.144
H -1.9914 -1.3958 -2.1021 0.069
H -2.3428 -1.4615 -0.5170 0.046
H -0.0296 -2.7751 0.3383 0.123
O 3.1515 2.1771 2.1816 -0.062
H 3.4832 1.3512 1.8263 0.029
H 3.7496 2.5683 2.8261 0.032
```

Output
* molecular weight: 119.16 u
* HOMO level: -9.58 eV
* frontier orbital gap: 10.422 eV
* 2S+1: 1
* SMILES: CC(C)[C@H](N)C=O.O

---

Least stable of them? entry a.

---

Entry a
2 unconnected molecules or ions with the total composition C5H13NO2. Source: OMol25; level of theory: ωB97M-V/def2-TZVPD.

Geometry as XYZ:
```
21
Properties=species:S:1:pos:R:3:lowdin_charge:R:1
C 0.9617 -2.5608 0.1027 -0.126
C 0.2660 -1.4634 0.8846 -0.251
C 0.6054 -0.0805 0.2568 -0.203
C -0.3562 0.1822 -0.9008 -0.197
N -1.7894 0.3214 -0.5990 0.021
C -2.1296 1.5515 -0.0814 -0.360
O -1.4386 2.5049 0.1943 0.033
H 0.7588 -3.5770 0.5440 0.086
H 2.0109 -2.2782 0.0242 0.075
H 0.5607 -2.8093 -0.8810 0.063
H -0.8285 -1.5029 0.8650 0.089
H 0.5537 -1.5941 1.9422 0.110
H 1.6122 0.0174 -0.1707 0.111
H 0.5356 0.7483 0.9619 0.098
H -0.3547 -0.6752 -1.6106 0.127
H -0.0608 1.1222 -1.3283 0.105
H -2.3548 -0.4053 -0.1893 0.120
H -3.2266 1.5789 0.0654 0.128
O 1.8315 3.1714 -0.2214 -0.057
H 0.9126 3.4312 -0.0638 0.024
H 1.9300 2.3175 0.2052 0.003
```

Output
* molecular weight: 119.16 u
* HOMO level: -10.15 eV
* frontier orbital gap: 10.909 eV
* 2S+1: 1
* SMILES: CCCCNC=O.O

---

Entry b
2 unconnected molecules or ions with the total composition C5H13NO2. Source: OMol25; level of theory: ωB97M-V/def2-TZVPD.

Geometry as XYZ:
```
21
Properties=species:S:1:pos:R:3:lowdin_charge:R:1
C 1.3055 -1.0117 -1.1685 0.021
C 1.6456 -0.0935 -0.2677 -0.447
C 1.4570 1.3741 -0.5063 -0.072
C 2.2842 -0.4567 1.0366 -0.070
H 0.8711 -0.7377 -2.1145 0.064
H 1.4637 -2.0627 -0.9979 0.059
H 2.4120 1.8185 -0.8003 0.085
H 0.7286 1.5649 -1.2949 0.079
H 1.1280 1.8781 0.4051 0.079
H 1.7176 -0.0410 1.8756 0.077
H 3.2840 -0.0364 1.0879 0.081
H 2.3463 -1.5332 1.1566 0.075
N -2.9060 -0.8186 -0.5821 0.088
C -1.9424 0.0318 0.0388 -0.579
O -1.8255 -0.3072 1.4084 -0.006
O -2.2803 1.3680 -0.1069 0.009
H -3.7585 -0.8346 -0.0298 0.083
H -2.5600 -1.7664 -0.6400 0.081
H -0.9744 -0.0956 -0.4586 0.112
H -1.1857 0.2774 1.8295 0.085
H -3.2107 1.4823 0.1288 0.099
```

Output
* molecular weight: 119.16 u
* HOMO level: -9.38 eV
* frontier orbital gap: 10.149 eV
* 2S+1: 1
* SMILES: C=C(C)C.NC(O)O

---

Least stable of them? entry b.

---

Entry a
3 unconnected molecules or ions with the total composition C5H13NO2. Source: OMol25; level of theory: ωB97M-V/def2-TZVPD.

Geometry as XYZ:
```
21
Properties=species:S:1:pos:R:3:lowdin_charge:R:1
C -1.1361 0.6284 0.7264 -0.061
C -2.5574 0.2394 0.4947 -0.128
C -0.1374 -0.3450 1.1112 -0.518
N 1.1863 0.1136 1.2716 0.050
C 1.7902 0.9055 0.1985 -0.271
C 2.1252 0.0861 -1.0414 -0.089
O -0.3778 -1.5336 1.3638 0.045
H -0.9395 1.6819 0.9926 0.112
H -0.7293 0.8611 -1.3181 0.233
H -2.5649 -0.8041 0.1807 0.070
H -3.0533 0.9042 -0.1938 0.070
H -3.1816 0.2971 1.4285 0.104
H 1.7449 -0.6752 1.5366 0.127
H 2.6895 1.4008 0.5524 0.108
H 1.0455 1.6768 -0.0111 0.076
H 2.2642 0.7161 -1.9412 0.085
H 3.0548 -0.4491 -0.9106 0.067
H 1.3325 -0.6625 -1.1735 0.052
H -0.9037 -0.9438 -1.3755 -0.056
H -0.7639 -2.1856 -0.4851 0.012
O -0.8885 -1.9123 -1.4067 -0.088
```

Output
* molecular weight: 119.16 u
* HOMO level: -9.74 eV
* frontier orbital gap: 8.068 eV
* 2S+1: 1

---

Entry b
2 unconnected molecules or ions with the total composition C5H13NO2. Source: OMol25; level of theory: ωB97M-V/def2-TZVPD.

Geometry as XYZ:
```
21
Properties=species:S:1:pos:R:3:lowdin_charge:R:1
C -0.7426 2.4868 -0.2777 -0.024
C -0.2693 1.8651 -1.3478 -0.250
C 0.9439 1.0847 -1.5774 -0.234
C 1.5338 0.5511 -0.2809 -0.243
N 0.6941 -0.6110 0.1063 -0.068
C 0.3114 -0.8515 1.4934 -0.314
O 0.1184 -2.2400 1.5936 -0.080
H -1.6959 3.1685 -0.2367 0.087
H -0.1001 2.5783 0.7021 0.083
H -0.9332 1.8515 -2.2581 0.111
H 1.7163 1.6892 -2.1286 0.125
H 0.7242 0.2422 -2.3337 0.138
H 1.6318 1.3072 0.5983 0.124
H 2.5475 0.1369 -0.2607 0.099
H -0.1158 -0.7533 -0.5544 0.099
H 1.1248 -0.5409 2.2527 0.139
H -0.7133 -0.4926 1.8493 0.125
H 0.8000 -2.7055 1.1745 0.054
O -2.0940 -1.3984 -0.0238 -0.129
H -1.9258 -2.1572 0.5805 0.038
H -2.7782 -1.7580 -0.7459 0.119
```

Output
* molecular weight: 119.16 u
* HOMO level: -8.45 eV
* frontier orbital gap: 9.216 eV
* 2S+1: 1
* SMILES: C=CCCNCO.O

---

Least stable of them? entry a.

---

Entry a
A molecular structure, C5H13NO2. Source: OMol25; level of theory: ωB97M-V/def2-TZVPD.

Geometry as XYZ:
```
21
Properties=species:S:1:pos:R:3:lowdin_charge:R:1
C -0.4992 0.3888 -0.2141 -0.343
C -0.1438 -0.9284 0.1703 -0.216
C -1.2052 0.6374 -1.5156 -0.040
C -0.0101 1.5767 0.5431 -0.018
C 0.5621 -1.2995 1.4383 -0.055
N 1.4086 -0.6232 -1.0262 -0.044
O 2.4561 0.1608 -0.4579 -0.148
O -1.9601 -0.3627 0.9745 -0.222
H 2.9814 -0.4850 0.0292 0.080
H -2.6275 -0.7721 0.4080 0.006
H 1.2017 -0.1188 -1.8873 0.057
H -0.5424 -1.7418 -0.4205 0.134
H -0.2383 1.4623 1.6012 0.096
H -1.4183 -0.2865 -2.0538 0.093
H -2.1459 1.1482 -1.3073 0.097
H -0.6132 1.2964 -2.1555 0.093
H 1.0752 1.6628 0.4295 0.085
H -0.4783 2.4897 0.1781 0.092
H 1.1145 -0.4628 1.8606 0.079
H 1.2603 -2.1143 1.2410 0.085
H -0.1775 -1.6280 2.1646 0.087
```

Output
* molecular weight: 119.16 u
* HOMO level (spin up / spin down): -7.58 / -7.58 eV
* frontier orbital gap (spin up / spin down): 8.407 / 8.408 eV
* 2S+1: 1

---

Entry b
3 unconnected molecules or ions with the total composition C5H13NO2. Source: OMol25; level of theory: ωB97M-V/def2-TZVPD.

Geometry as XYZ:
```
21
Properties=species:S:1:pos:R:3:lowdin_charge:R:1
C 0.4980 -0.7016 -0.1856 -0.675
C -0.0230 0.7223 -1.7430 -0.112
C 0.1996 1.2506 1.1909 -0.117
C 0.0128 -1.3825 2.2031 0.049
C -1.4977 0.7795 -1.9854 -0.163
N -0.2695 0.0119 0.6090 0.002
O -0.0146 -1.8252 -0.7174 0.089
O 1.8622 -0.7682 -0.1523 0.085
H 0.6951 -2.4751 -0.8002 0.127
H 2.2314 -0.0093 0.3152 0.103
H 0.5495 0.1320 -2.4520 0.064
H 0.4717 1.6631 -1.5219 0.057
H -0.5197 2.0366 0.9559 0.085
H 1.1846 1.6075 0.8662 0.079
H 0.2522 1.2006 2.2803 0.077
H 0.9227 -1.1084 2.7340 0.019
H 0.0048 -2.4099 1.8589 0.016
H -0.8994 -1.0903 2.7077 0.019
H -1.9233 -0.2249 -2.0026 0.068
H -1.7295 1.2437 -2.9538 0.068
H -2.0080 1.3476 -1.2070 0.060
```

Output
* molecular weight: 119.16 u
* HOMO level (spin up / spin down): -6.79 / -6.99 eV
* frontier orbital gap (spin up / spin down): 7.424 / 7.631 eV
* 2S+1: 1

---

Least stable of them? entry a.

---

Entry a
2 unconnected molecules or ions with the total composition C4H11N2S. Source: OMol25; level of theory: ωB97M-V/def2-TZVPD.

Geometry as XYZ:
```
18
Properties=species:S:1:pos:R:3:lowdin_charge:R:1
C -2.7813 -0.6917 0.1336 -0.235
C -2.1287 -2.0305 0.5012 -0.846
S -0.3495 -1.9944 0.4912 0.258
H -2.5556 0.0909 0.8579 0.051
H -3.8737 -0.8018 0.1248 0.045
H -2.4474 -0.3684 -0.8543 0.047
H -2.4834 -2.8025 -0.1874 0.021
H -2.5384 -2.2786 1.4933 0.029
C 1.9465 3.0690 -0.7948 -0.201
N 0.8746 0.5212 -0.9961 0.024
C 1.3751 1.0322 0.1993 -0.341
N 1.9446 2.1659 0.3453 -0.071
H 2.9211 3.0821 -1.2912 0.058
H 1.7603 4.0836 -0.4433 0.051
H 1.1803 2.8447 -1.5471 0.054
H 1.5129 0.6551 -1.7638 0.065
H 0.4047 -0.4073 -0.8394 -0.070
H 1.1569 0.3818 1.0433 0.063
```

Output
* molecular weight: 119.21 u
* HOMO level: -2.84 eV
* frontier orbital gap: 6.658 eV
* total charge: -1
* 2S+1: 1

---

Entry b
A gas-phase ion, C4H11N2S (charge -1). Source: OMol25; level of theory: ωB97M-V/def2-TZVPD.

Geometry as XYZ:
```
18
Properties=species:S:1:pos:R:3:lowdin_charge:R:1
N -2.1555 -1.2175 0.2308 0.003
C -0.7455 -1.2501 0.6148 -0.344
N -0.3943 -0.0869 1.4363 -0.079
C -0.1437 1.1491 0.7002 -0.268
C 0.3822 0.9700 -0.7366 -0.329
C 1.7757 0.3418 -0.8141 -0.791
S 1.9148 -0.8951 -2.1488 0.082
H -2.3488 -0.3079 -0.1807 0.047
H -2.2332 -1.8511 -0.5652 0.062
H -0.0586 -1.3404 -0.2276 0.047
H -0.5561 -2.1094 1.2521 0.104
H 0.4568 -0.3878 1.8977 0.084
H 0.5711 1.7618 1.2598 0.106
H -1.0608 1.7312 0.6455 0.086
H -0.3406 0.4293 -1.3482 0.057
H 0.3782 1.9717 -1.1857 0.094
H 2.0379 0.0043 0.1761 0.028
H 2.5205 1.0870 -1.0064 0.010
```

Output
* molecular weight: 119.21 u
* HOMO level: -2.44 eV
* frontier orbital gap: 6.428 eV
* total charge: -1
* 2S+1: 1
* SMILES: NCNCCC[S-]

---

Least stable of them? entry b.